## one
Here is 2 unconnected molecules or ions with the total composition C5H12O2 from the Open Molecules 2025 dataset. Energies are from ωB97M-V/def2-TZVPD.

Geometry as XYZ:
```
19
C5H12O2 (ωB97M-V/def2-TZVPD)
C -2.57300 -1.05218 -0.37590
C -1.54430 0.10872 -0.37200
C -1.20921 0.84196 1.02093
C -0.16299 0.12493 0.23708
C 0.85247 1.04216 -0.48187
H -3.55552 -0.68220 -0.08069
H -2.38023 -1.85448 0.37385
H -2.66659 -1.47604 -1.39988
H -1.66597 0.77511 -1.20724
H -1.54578 0.44264 1.97162
H -1.28776 1.94700 0.88672
H 1.48172 0.48433 -1.25555
H 0.26295 1.78998 -1.02096
H 1.54396 1.50430 0.23298
H 0.72067 -1.50504 -0.09115
H 5.17517 -0.75863 0.43179
H 3.73917 -0.23746 0.52107
O 0.34509 -1.03919 0.71005
O 4.47013 -0.45592 -0.10087
```

Summary:
net charge: 0
spin multiplicity: 1
LUMO energy: 0.777 eV
structure (SMILES): C[C@H]1C[C@@]1(C)O.O
orbital gap: 0.36767 hartree

These are the Mulliken partial charges, in e, on atoms 1 to 4: C -1.376; C -0.162; C -0.838; C 0.972

***

## two
Here is 3 unconnected molecules or ions with the total composition C5H12O2 from the Open Molecules 2025 dataset. Energies are from ωB97M-V/def2-TZVPD.

Geometry as XYZ:
```
19
C5H12O2 (ωB97M-V/def2-TZVPD)
C 0.06908 2.12626 -0.68737
C 1.10351 0.99105 -1.08467
C 1.63972 0.83083 -2.34538
C 2.03326 -1.04404 -0.00602
C 1.64228 0.24781 0.13884
H 0.23694 2.62035 0.23373
H -1.03579 1.68548 -0.68732
H 0.09908 2.82284 -1.49484
H 1.46174 1.56241 -3.20528
H 2.23695 0.03723 -2.57537
H 2.75749 -1.57347 0.61346
H 1.86133 -1.55617 -0.91853
H 1.79660 0.76415 1.03445
H -0.43513 -2.70367 2.95952
H -1.82315 -2.63052 2.72288
O -1.26267 -2.68828 3.45301
H -3.83830 -0.39703 -0.11500
H -4.65007 -0.85570 1.10385
O -3.89285 -0.23951 0.86005
```

Summary:
net charge: 0
spin multiplicity: 1
LUMO energy: 0.545 eV
structure (SMILES): C=CC(=C)C.O.O
orbital gap: 0.34714 hartree

These are the Mulliken partial charges, in e, on atoms 1 to 4: C -1.041; C 0.689; C -0.932; C -0.814

***

one comes first in stability; the runner-up is 101.3 kJ/mol higher.